No. 1
# C8H7N3

An isolated molecule of C8H7N3 in a non-equilibrium geometry (the ωB97M-V functional and the def2-TZVPD basis, OMol25).

Positions of all 18 atoms, in Å:
C1 -1.830 -2.821 0.112
C2 -0.942 -1.633 -0.096
N1 -0.009 -1.889 -0.966
N2 0.937 -1.135 -1.130
C3 0.927 0.064 -0.483
C4 1.973 0.916 -0.715
C5 1.764 2.178 -0.226
C6 0.724 2.559 0.620
C7 -0.327 1.715 0.846
C8 -0.186 0.453 0.307
N3 -1.165 -0.589 0.603
H1 -1.526 -3.536 0.822
H2 -2.183 -3.317 -0.849
H3 -2.818 -2.342 0.360
H4 2.931 0.544 -1.018
H5 2.422 3.094 -0.386
H6 0.587 3.661 0.843
H7 -1.278 2.078 1.357

Values from the calculation:
* highest occupied orbital energy: -9.113 eV
* structure (SMILES): Cc1nnc2ccccc2n1
* LUMO level: -0.58 eV
* orbital gap: 8.5 eV
* ΔE to the lowest compared entry with this formula, charge and spin: 56.62 kcal/mol
* E_tot: -473.2388 hartree

=====

No. 2
# C5H3N3

A cluster of 2 separate species, C5H3N3 in total in a non-equilibrium geometry (the ωB97M-V functional and the def2-TZVPD basis, OMol25).

Positions of all 11 atoms, in Å:
C1 -0.162 1.540 -1.679
C2 -0.713 0.748 -0.969
C3 -1.645 -1.340 -0.589
C4 -2.234 -2.274 0.236
C5 1.107 -1.184 1.771
N1 0.441 -0.344 2.156
N2 -1.328 -0.148 -0.175
N3 -2.704 -3.219 0.716
H1 0.316 2.250 -2.284
H2 -1.477 0.187 0.787
H3 1.725 -1.960 1.406

Values from the calculation:
* highest occupied orbital energy (spin up / spin down): -7.587 / -9.969 eV
* LUMO level (spin up / spin down): 0.79 / -2.09 eV
* multiplicity: 3
* orbital gap (spin up / spin down): 8.4 / 7.9 eV
* expectation value of S²: 2.028
* ΔE to the lowest compared entry with this formula, charge and spin: 0.00 kcal/mol
* E_tot: -356.3460 hartree

=====

No. 3
# C4H4BrNO2S2

A structure of composition C4H4BrNO2S2 in a non-equilibrium geometry (the ωB97M-V functional and the def2-TZVPD basis, OMol25).

Positions of all 14 atoms, in Å:
C1 -0.080 1.406 -0.881
C2 -1.565 -1.859 -1.162
C3 0.106 1.566 0.503
C4 -0.609 -0.933 -0.778
N1 -0.674 0.277 -1.261
O1 2.428 1.510 1.712
O2 2.205 -0.916 1.447
S1 -1.405 -3.553 -0.946
S2 1.947 0.272 2.236
Br1 -0.917 0.645 1.938
H1 0.308 1.884 -1.705
H2 -2.390 -1.624 -1.772
H3 0.345 2.553 0.896
H4 0.301 -1.227 -0.228

Values from the calculation:
* highest occupied orbital energy: -9.034 eV
* LUMO level: -2.04 eV
* orbital gap: 7.0 eV
* ΔE to the lowest compared entry with this formula, charge and spin: 7.06 kcal/mol
* E_tot: -3730.3086 hartree

=====

No. 4
# C3H9NOS2

An isolated molecule of C3H9NOS2 in a non-equilibrium geometry (the ωB97M-V functional and the def2-TZVPD basis, OMol25).

Positions of all 16 atoms, in Å:
N1 -1.488 -0.632 0.695
C1 -0.542 -0.065 -0.229
C2 -0.682 1.429 -0.385
O1 -1.854 1.815 -1.118
C3 0.889 -0.245 0.503
S1 2.387 0.108 -0.457
S2 3.142 -1.783 -0.778
H1 -1.203 -1.481 1.157
H2 -2.462 -0.666 0.447
H3 -0.410 -0.622 -1.152
H4 -0.696 2.024 0.542
H5 0.167 1.801 -0.957
H6 -2.537 1.155 -0.990
H7 0.860 -1.272 0.945
H8 0.760 0.419 1.384
H9 3.671 -1.984 0.392

Values from the calculation:
* highest occupied orbital energy: -9.186 eV
* structure (SMILES): N[C@@H](CO)CSS
* LUMO level: 0.47 eV
* orbital gap: 9.7 eV
* ΔE to the lowest compared entry with this formula, charge and spin: 25.50 kcal/mol
* E_tot: -1046.0450 hartree

=====

Q: Which value of E_tot does entry 2 give?
A: -356.3460 hartree